# 1
Formula: C27H19BaN2O4S3
Source: the Open Molecules 2025 dataset
Level of theory: ωB97M-V with the def2-TZVPD basis set

Each line ends with the Löwdin charge.
CARTESIAN COORDINATES (ANGSTROEM)
Ba  1.443  0.283  0.107  2.0334
O  -0.756  -2.506  4.981  0.0273
C  -0.323  -3.513  4.208  -0.2846
C  -0.617  -4.819  4.610  -0.0339
C  -0.202  -5.900  3.859  -0.1105
C  0.521  -5.706  2.685  -0.1125
C  0.823  -4.415  2.291  -0.0373
C  0.415  -3.304  3.028  -0.0762
C  0.797  -1.947  2.519  -0.4940
O  1.589  -1.880  1.534  -0.2709
N  0.252  -0.941  3.193  0.0046
N  0.522  0.301  2.668  -0.1232
C  0.052  1.317  3.282  -0.1043
C  0.153  2.708  2.851  -0.1467
C  -0.645  3.622  3.553  -0.0814
C  -0.699  4.972  3.271  -0.1347
C  0.096  5.463  2.239  -0.1216
C  0.921  4.617  1.535  -0.0465
C  1.004  3.226  1.806  -0.4243
O  1.834  2.498  1.141  -0.3898
H  -0.474  -1.664  4.506  0.0607
H  -1.181  -4.948  5.525  0.1073
H  -0.445  -6.904  4.188  0.0924
H  0.843  -6.550  2.089  0.0877
H  1.392  -4.224  1.392  0.1065
H  -0.501  1.159  4.214  0.1183
H  -1.262  3.234  4.359  0.0995
H  -1.345  5.624  3.844  0.0835
H  0.074  6.519  1.989  0.0912
H  1.559  4.986  0.740  0.1018
O  -0.665  0.212  -1.214  -0.4920
C  -0.427  0.232  -2.556  -0.7220
C  -0.179  1.677  -3.015  -0.4546
C  -0.260  2.785  -2.228  -0.1108
C  -0.022  3.994  -2.940  -0.1814
C  0.221  3.787  -4.260  -0.4258
S  0.166  2.115  -4.650  1.0343
C  0.815  -0.620  -2.914  -0.5275
C  2.092  -0.243  -3.236  -0.1913
C  3.009  -1.330  -3.270  -0.1956
C  2.415  -2.514  -2.955  -0.4126
S  0.749  -2.316  -2.625  1.0782
C  -1.637  -0.328  -3.294  -0.4966
C  -1.781  -0.769  -4.578  -0.1541
C  -3.110  -1.171  -4.870  -0.1995
C  -3.933  -1.035  -3.792  -0.4311
S  -3.103  -0.431  -2.423  1.0886
H  -0.499  2.722  -1.176  0.1093
H  -0.035  4.974  -2.484  0.0996
H  0.433  4.531  -5.011  0.0549
H  2.358  0.784  -3.446  0.0961
H  4.057  -1.234  -3.517  0.0981
H  2.876  -3.487  -2.907  0.0636
H  -0.961  -0.806  -5.283  0.1067
H  -3.437  -1.554  -5.827  0.0909
H  -4.982  -1.282  -3.735  0.0531

## Properties
* charge: -1
* HOMO: -4.5100 eV
* multiplicity: 1
* LUMO: 2.106 eV
* frontier orbital gap: 6.6 eV

---

# 2
Formula: C27H19Cl2N4O4RuTe
Source: the Open Molecules 2025 dataset
Level of theory: ωB97M-V with the def2-TZVPD basis set

Each line ends with the Mulliken spin population.
CARTESIAN COORDINATES (ANGSTROEM)
Ru  0.736  0.010  0.657  0.5874
O  3.868  0.369  3.213  0.0003
C  2.861  0.132  2.579  -0.0117
O  2.419  0.774  1.551  -0.0018
C  1.987  -1.040  3.011  -0.0063
C  2.286  -1.789  4.134  0.0017
C  1.457  -2.843  4.473  -0.0044
C  0.352  -3.115  3.677  -0.0051
C  0.111  -2.317  2.576  -0.0114
N  0.913  -1.301  2.257  0.0251
H  3.165  -1.518  4.702  0.0001
H  1.665  -3.448  5.345  -0.0003
H  -0.318  -3.933  3.902  0.0002
H  -0.743  -2.478  1.931  0.0035
Cl  3.462  -3.235  -1.983  0.0009
C  1.740  -3.051  -1.961  0.0122
C  0.953  -3.869  -2.784  -0.0043
C  -0.408  -3.750  -2.803  0.0069
Cl  -1.352  -4.782  -3.837  0.0007
C  -1.055  -2.783  -2.000  -0.0010
C  -2.452  -2.556  -1.948  0.0007
C  -2.952  -1.584  -1.135  -0.0009
C  -2.072  -0.807  -0.353  -0.0017
N  -0.772  -0.989  -0.379  0.0081
C  -0.245  -1.970  -1.187  -0.0046
C  1.180  -2.097  -1.130  -0.0050
O  1.863  -1.323  -0.331  0.0256
H  1.440  -4.601  -3.414  -0.0001
H  -3.107  -3.161  -2.560  0.0001
H  -4.014  -1.394  -1.075  0.0002
H  -2.439  -0.030  0.307  0.0012
N  4.511  0.734  -3.217  0.0000
C  3.673  1.722  -3.607  -0.0001
O  3.893  2.430  -4.570  -0.0001
C  2.412  1.909  -2.803  -0.0046
C  1.501  2.868  -3.221  0.0005
C  0.317  3.014  -2.522  -0.0001
C  0.079  2.200  -1.431  -0.0134
N  0.964  1.296  -1.002  -0.0007
C  2.111  1.159  -1.680  -0.0147
H  5.352  0.604  -3.752  0.0000
H  4.350  0.145  -2.421  0.0006
H  1.742  3.471  -4.087  -0.0002
H  -0.425  3.742  -2.817  0.0003
H  -0.838  2.258  -0.867  0.0154
H  2.775  0.412  -1.272  0.0028
Te  -0.520  1.570  2.330  0.4040
C  -2.412  2.443  2.048  -0.0091
C  -2.887  2.915  0.825  -0.0042
C  -4.120  3.547  0.748  -0.0124
C  -4.892  3.706  1.889  0.0266
C  -4.431  3.228  3.106  -0.0150
C  -3.196  2.599  3.191  0.0110
H  -2.291  2.800  -0.070  0.0011
H  -4.477  3.917  -0.205  -0.0008
H  -5.849  4.207  1.831  0.0018
H  -5.031  3.349  3.999  -0.0005
H  -2.836  2.235  4.145  -0.0047

## Properties
* relative energy (zero: lowest compared OMol25 entry of this formula, charge and spin): 0.0 kcal per mole
* charge: 0
* HOMO (alpha / beta): -7.6333 / -7.5832 eV
* multiplicity: 2
* LUMO (alpha / beta): -0.537 / -1.586 eV
* frontier orbital gap (alpha / beta): 7.1 / 6.0 eV
* <S²>: 0.761

---

# 3
Formula: C27H19CoN7O
Source: the Open Molecules 2025 dataset
Level of theory: ωB97M-V with the def2-TZVPD basis set

Each line ends with the Mulliken spin population.
CARTESIAN COORDINATES (ANGSTROEM)
Co  0.024  -0.213  0.000  1.1446
C  -1.424  -0.043  4.011  0.1338
C  -0.301  0.000  4.847  -0.0200
C  0.928  0.000  4.260  0.1404
C  1.052  -0.030  2.843  -0.0645
N  -0.055  -0.130  2.037  0.1177
C  -1.247  -0.125  2.652  -0.0013
N  2.278  0.050  2.370  0.3088
C  2.650  0.068  1.115  0.1701
N  1.817  0.088  0.000  0.2164
C  2.650  0.068  -1.114  0.1708
N  2.278  0.050  -2.370  0.3091
C  1.052  -0.030  -2.843  -0.0647
C  0.928  0.000  -4.259  0.1409
C  -0.302  0.000  -4.847  -0.0200
C  -1.424  -0.043  -4.011  0.1340
C  -1.247  -0.125  -2.652  -0.0010
N  -0.055  -0.130  -2.036  0.1179
C  4.018  0.063  -0.706  0.0302
C  5.213  0.025  -1.419  0.0125
C  6.388  -0.001  -0.700  0.0189
C  6.388  -0.001  0.700  0.0191
C  5.213  0.025  1.420  0.0122
C  4.018  0.063  0.706  0.0309
H  -2.423  -0.019  4.410  0.0041
H  -0.414  0.030  5.919  -0.0005
H  1.844  0.030  4.826  0.0042
H  -2.129  -0.195  2.038  0.0057
H  1.844  0.030  -4.826  0.0041
H  -0.414  0.030  -5.918  -0.0004
H  -2.423  -0.019  -4.410  0.0041
H  -2.129  -0.195  -2.038  0.0053
H  5.203  0.006  -2.496  0.0059
H  7.331  -0.034  -1.220  0.0022
H  7.331  -0.034  1.220  0.0022
H  5.203  0.006  2.496  0.0059
O  -1.395  -1.252  0.000  0.3809
C  -2.685  -1.230  0.000  0.0917
C  -3.390  -2.455  0.000  0.1001
C  -4.761  -2.491  0.000  -0.0638
C  -5.490  -1.303  0.000  0.1935
C  -4.836  -0.087  0.000  -0.0630
C  -3.440  -0.010  0.000  0.1298
C  -2.737  1.256  0.000  -0.0650
N  -1.414  1.438  0.000  0.0834
C  -1.188  2.777  0.000  0.0172
C  -2.385  3.430  0.000  0.0659
N  -3.344  2.465  0.000  0.0214
H  -2.799  -3.358  0.000  -0.0004
H  -5.277  -3.439  0.000  0.0017
H  -6.567  -1.331  0.000  0.0031
H  -5.430  0.815  0.000  0.0014
H  -0.191  3.170  0.000  0.0023
H  -2.616  4.473  0.000  0.0042
H  -4.339  2.616  0.000  -0.0038

## Properties
* relative energy (zero: lowest compared OMol25 entry of this formula, charge and spin): 45.5 kcal per mole
* charge: +1
* HOMO (alpha / beta): -8.0084 / -10.3727 eV
* multiplicity: 5
* LUMO (alpha / beta): -3.049 / -6.123 eV
* frontier orbital gap (alpha / beta): 5.0 / 4.2 eV
* <S²>: 6.097

---

# 4
Formula: C27H19CrN6O6SSe
Source: the Open Molecules 2025 dataset
Level of theory: ωB97M-V with the def2-TZVPD basis set

Each line ends with the Mulliken spin population.
CARTESIAN COORDINATES (ANGSTROEM)
Cr  0.521  -0.349  -0.207  1.1115
C  2.764  1.926  2.360  -0.0008
O  3.056  0.928  3.332  0.0001
C  2.538  -0.326  3.282  -0.0081
C  2.664  -1.046  4.458  0.0023
C  2.214  -2.356  4.569  -0.0028
C  1.619  -2.963  3.488  0.0020
C  1.457  -2.256  2.292  0.0074
C  0.891  -2.942  1.153  0.0036
N  0.478  -2.305  0.125  -0.0215
N  0.174  -3.031  -1.019  -0.0170
C  0.372  -2.261  -2.044  0.0094
O  0.835  -1.031  -1.933  -0.0263
C  0.063  -2.764  -3.400  -0.0010
C  0.424  -2.010  -4.511  0.0011
C  0.136  -2.469  -5.787  -0.0003
C  -0.518  -3.680  -5.958  0.0005
C  -0.884  -4.433  -4.849  -0.0005
C  -0.595  -3.980  -3.573  0.0005
C  1.933  -0.934  2.162  -0.0018
O  1.855  -0.261  1.005  -0.0120
H  3.185  2.841  2.769  0.0002
H  1.691  2.057  2.223  0.0013
H  3.234  1.702  1.403  -0.0011
H  3.127  -0.543  5.297  0.0000
H  2.331  -2.887  5.504  -0.0001
H  1.263  -3.984  3.548  -0.0001
H  0.872  -4.030  1.131  -0.0008
H  0.926  -1.064  -4.361  0.0001
H  0.420  -1.879  -6.649  0.0000
H  -0.746  -4.037  -6.954  0.0000
H  -1.398  -5.376  -4.981  0.0000
H  -0.874  -4.555  -2.701  0.0000
O  -1.139  0.593  3.770  -0.0001
S  -1.277  1.365  2.573  0.0000
O  -0.700  2.683  2.548  0.0008
N  -0.809  0.500  1.272  -0.0118
C  -1.769  0.402  0.364  -0.0148
O  -1.464  -0.161  -0.714  -0.0154
C  -3.080  0.952  0.772  -0.0026
C  -4.283  0.962  0.094  -0.0004
C  -5.381  1.526  0.735  0.0005
C  -5.266  2.053  2.018  -0.0007
C  -4.049  2.046  2.694  0.0000
C  -2.970  1.491  2.042  -0.0011
H  -4.358  0.543  -0.901  0.0003
H  -6.339  1.550  0.235  0.0000
H  -6.138  2.473  2.501  -0.0001
H  -3.955  2.452  3.692  0.0000
Se  -1.499  4.548  -0.810  -0.0010
N  0.105  5.155  -1.235  0.0025
C  0.900  4.104  -1.251  -0.0002
C  2.294  4.142  -1.557  0.0053
C  2.963  2.966  -1.541  -0.0037
C  2.276  1.758  -1.198  0.0095
N  1.013  1.670  -0.896  -0.0152
C  0.284  2.835  -0.938  0.0039
N  -1.009  2.862  -0.714  -0.0021
H  2.767  5.085  -1.794  0.0000
H  4.017  2.908  -1.768  0.0001
H  2.839  0.831  -1.165  0.0005

## Properties
* relative energy (zero: lowest compared OMol25 entry of this formula, charge and spin): 0.0 kcal per mole
* charge: 0
* HOMO (alpha / beta): -7.9554 / -7.9165 eV
* multiplicity: 2
* LUMO (alpha / beta): -1.538 / -1.553 eV
* frontier orbital gap (alpha / beta): 6.4 / 6.4 eV
* <S²>: 0.758

---

no.,electronic energy (eV)
1,-72681.462
2,-77381.043
3,-78406.038
4,-154135.870